[1]
104
Properties=species:S:1:pos:R:3:forces:R:3:mulliken_charge:R:1 method="wB97M-V/def2-TZVPD" e_tot_ha=-71547.1154 fmax_ha_per_bohr=0.046 charge=+1
C -1.2877 3.0678 -5.7063 -0.215 0.082 -0.193 -0.889
C -2.6675 2.9362 -6.3818 0.067 -0.767 0.851 -0.639
C -3.1602 1.4468 -6.3201 0.024 1.602 0.167 -0.739
C -3.8654 1.2466 -4.9641 -0.647 -0.411 -0.612 -0.795
C -4.2897 -0.2176 -4.6675 0.438 -0.081 0.291 -0.910
C -3.7052 -0.8358 -3.3630 -0.625 0.042 -0.474 -0.685
C -3.7974 0.0809 -2.1149 0.280 -0.449 0.237 -0.767
C -2.6076 0.0208 -1.1611 -0.746 -0.120 0.612 0.330
C -2.8346 -0.1484 0.2134 -0.159 -0.869 0.523 1.244
C -4.2434 -0.2624 0.7844 -0.877 1.150 0.028 -0.849
O -4.7664 0.7571 1.1407 0.352 -0.435 -0.107 -0.475
O -4.8749 -1.4428 0.9447 0.467 0.196 -0.595 -0.348
C -1.7931 -0.1820 1.1469 -0.837 -0.043 -0.200 -1.022
I -2.3055 -0.3723 3.1951 0.363 0.118 -0.527 0.234
C -0.4974 -0.0711 0.6735 1.148 -0.087 2.043 1.246
C 0.6894 -0.1078 1.6146 0.437 0.037 -0.443 -1.854
C 1.3220 -1.5218 1.8051 -0.262 0.040 -0.011 -0.246
C 0.3710 -2.5873 2.3762 0.179 0.189 -0.700 0.119
C 0.9385 -4.0227 2.2431 -0.660 1.331 0.126 -1.200
O 1.9321 -4.2316 3.2268 0.038 -0.489 -0.565 0.130
C 3.2526 -4.0766 2.7329 0.798 0.153 0.211 -0.546
N -0.3076 0.0981 -0.6373 -0.992 -0.260 0.695 0.806
O 1.0025 0.2152 -1.0831 0.334 0.494 0.295 -0.292
C 1.3276 1.5088 -1.1016 0.027 0.914 -1.736 0.620
N 1.5102 2.5948 -1.4746 0.022 -1.229 1.084 -0.452
C -1.2996 0.1612 -1.5417 0.269 0.681 -2.104 0.829
C -0.8658 0.3999 -2.9718 0.562 -1.087 -0.006 -0.235
C -0.1768 -0.8553 -3.5450 0.688 0.235 -1.031 0.431
O 0.5796 -0.8507 -4.4559 -0.619 -0.023 0.760 -0.495
F -0.5246 -2.0242 -2.9411 -0.044 0.569 0.125 -0.235
H -0.5599 2.3566 -6.1199 -0.082 0.315 -0.116 0.281
H -1.3607 2.8361 -4.6323 -0.055 0.176 -0.192 0.080
H -0.9185 4.0951 -5.8004 0.142 -0.278 0.075 0.421
H -3.3723 3.5215 -5.7725 0.044 0.089 -0.403 0.327
H -2.6937 3.3338 -7.3993 0.233 -0.115 0.138 0.397
H -2.2791 0.8045 -6.4465 -0.368 -0.191 -0.100 0.339
H -3.8761 1.3391 -7.1431 0.195 -0.565 0.194 0.406
H -4.7893 1.8405 -5.0080 0.311 0.062 0.126 0.453
H -3.2575 1.7087 -4.1746 -0.089 -0.212 -0.063 0.514
H -3.9498 -0.8526 -5.4964 -0.121 0.080 0.163 0.471
H -5.3800 -0.3312 -4.6409 0.196 0.263 0.000 0.363
H -2.7032 -1.2080 -3.5815 -0.112 0.117 0.308 0.132
H -4.3099 -1.7265 -3.1464 0.317 0.050 -0.047 0.491
H -3.9903 1.1371 -2.3365 0.065 -0.208 -0.171 0.473
H -4.6666 -0.2653 -1.5407 0.110 0.338 -0.144 0.693
H -4.6549 -2.0675 0.2374 0.200 -0.222 0.273 0.391
H 1.4970 0.5310 1.2321 -0.282 -0.011 0.083 0.277
H 0.3668 0.3505 2.5551 0.085 -0.317 -0.073 0.630
H 1.7025 -1.8860 0.8382 -0.046 0.236 0.107 0.442
H 2.1936 -1.3615 2.4492 -0.188 -0.115 -0.067 -0.089
H 0.1185 -2.3363 3.4103 0.070 -0.287 -0.118 0.246
H -0.5626 -2.5375 1.7870 0.116 -0.202 0.192 0.395
H 0.0930 -4.7071 2.3632 0.437 -0.210 0.241 0.262
H 1.3181 -4.1279 1.2137 0.136 -0.223 0.297 0.443
H 3.6050 -3.0329 2.7866 -0.260 -0.138 -0.097 0.134
H 3.3686 -4.4372 1.7025 -0.173 0.005 0.211 0.288
H 3.9395 -4.6482 3.3681 -0.279 -0.009 -0.095 0.086
H -1.6931 0.6150 -3.6480 -0.006 0.080 0.336 -1.091
H -0.1316 1.2026 -3.0886 -0.227 -0.021 0.140 0.417
C -1.9548 -5.9726 4.9658 0.051 -0.188 0.123 -0.385
Br -2.0012 -4.2050 4.1983 -0.236 0.028 0.077 0.020
Br -1.8347 -7.3318 3.6041 0.038 0.122 0.062 -0.029
Br -0.5254 -6.1145 6.2461 -0.547 0.136 0.067 -0.033
H -2.8872 -6.1280 5.4910 0.007 0.060 -0.041 0.380
C 3.0384 -0.2801 5.8664 -0.001 -0.121 0.203 -0.419
Br 3.2260 0.8954 4.3446 -0.174 0.067 -0.004 -0.032
Br 2.0261 0.5457 7.2806 0.050 -0.042 -0.165 -0.011
Br 2.3071 -1.9864 5.3518 0.047 0.147 0.038 0.088
H 4.0340 -0.4624 6.2501 0.001 0.053 -0.068 0.369
C 3.1373 5.7385 -2.5828 0.015 -0.055 -0.057 0.069
Br 1.6863 6.9904 -2.7892 0.057 -0.013 0.082 0.067
Br 4.2975 5.7298 -4.1217 -0.078 0.043 0.115 -0.005
Br 4.1149 6.0413 -0.9478 -0.067 0.007 -0.103 -0.042
H 2.6978 4.7534 -2.5103 0.010 0.039 0.030 -0.021
C 0.5821 10.0774 -0.1305 0.153 0.029 0.019 -0.170
Br -0.5654 9.8996 -1.6716 -0.023 0.002 0.037 -0.032
Br 1.3071 11.8551 0.0138 -0.089 -0.131 -0.023 0.010
Br -0.3132 9.5322 1.4870 0.029 0.044 -0.126 -0.031
H 1.4157 9.4028 -0.2776 -0.042 0.004 -0.028 0.205
C 2.9767 -8.2547 6.1182 0.005 0.008 0.017 -0.447
Br 3.4060 -9.7780 5.0153 0.027 0.124 0.038 -0.045
Br 4.4011 -7.8374 7.3487 -0.060 -0.024 -0.125 -0.021
Br 2.4876 -6.7258 5.0522 0.566 -0.138 -0.195 0.206
H 2.1115 -8.5228 6.7104 0.028 -0.014 -0.029 0.378
C 6.7085 1.0135 2.5164 -0.008 0.072 0.019 -0.127
Br 7.9443 2.4520 2.8477 -0.081 -0.134 -0.029 0.000
Br 6.9908 0.2067 0.7875 -0.025 0.028 0.112 -0.009
Br 6.7441 -0.2986 3.9275 0.113 -0.037 -0.067 0.009
H 5.7154 1.4422 2.5086 0.027 -0.023 0.019 0.120
C 1.2978 10.5419 -5.2598 0.004 0.014 0.021 -0.100
Br 1.6289 8.9999 -6.3732 -0.003 0.105 0.068 -0.008
Br 2.7526 10.8626 -4.0361 -0.090 -0.031 -0.081 0.008
Br 0.8858 12.1045 -6.3086 0.056 -0.117 0.068 -0.029
H 0.4243 10.3206 -4.6613 0.040 0.005 -0.001 0.118
C 6.2971 -7.3765 3.0519 -0.012 -0.062 0.093 0.206
Br 5.2876 -6.9020 1.4770 0.097 -0.088 0.040 0.002
Br 7.5676 -8.7768 2.6904 -0.094 0.138 0.009 -0.032
Br 7.1334 -5.8325 3.8496 -0.071 -0.076 -0.069 -0.016
H 5.5908 -7.7654 3.7751 0.000 0.024 -0.033 -0.171
C -7.5969 -1.8745 3.3653 -0.021 0.074 -0.038 0.002
Br -7.2108 -3.7152 2.9319 -0.004 0.098 0.030 -0.036
Br -9.4841 -1.5009 3.2861 0.147 -0.061 0.030 -0.007
Br -6.8386 -1.3690 5.0658 -0.024 -0.056 -0.108 -0.020
H -7.1185 -1.2646 2.6109 0.006 -0.028 0.031 0.032

[2]
88
Properties=species:S:1:pos:R:3:forces:R:3:lowdin_spin:R:1 method="wB97M-V/def2-TZVPD" e_tot_ha=-4549.5717 spin_multiplicity=2 fmax_ha_per_bohr=0.079 s2=0.75 charge=-2
Ag 0.1096 4.4884 -1.5996 0.600 -0.759 -1.420 0.544
Ag -1.6874 2.3015 -4.5563 -0.797 -0.533 1.421 0.062
C -3.3716 -0.3025 -3.7982 -0.710 0.445 0.584 0.001
C -4.4278 0.5460 -4.5848 1.171 0.362 0.409 0.000
O -4.0672 1.8547 -4.9152 1.299 -0.491 0.184 0.007
H -3.0845 0.1862 -2.8672 0.598 0.765 -0.282 0.000
H -2.5029 -0.6045 -4.3832 0.102 0.237 -0.042 0.000
H -3.7788 -1.1921 -3.3176 -0.502 -0.617 -0.618 0.000
H -5.3221 0.5736 -3.9623 -0.474 -0.105 0.309 0.000
H -4.6779 -0.0469 -5.4646 -0.220 -0.226 -0.550 0.000
O 1.1964 -0.3226 -0.9756 -2.363 0.806 1.213 0.001
C -0.1941 0.0288 -0.6993 3.515 0.381 -2.012 0.002
C -0.7440 1.4957 -1.1128 0.708 -0.628 -1.280 0.010
O -0.4063 2.0541 -2.4021 -0.716 -0.145 0.832 0.085
H -0.3571 -0.0989 0.3709 -0.703 0.259 0.864 0.001
H -0.7600 -0.7393 -1.2265 -1.012 -0.076 -0.219 0.000
H -0.4914 2.2331 -0.3508 0.758 0.125 0.572 0.006
H -1.8192 1.4234 -0.9492 -0.930 -0.272 -0.243 0.000
C 0.5087 -3.2175 5.0051 -0.038 0.673 -0.978 0.000
S 0.4604 -1.4944 4.2998 1.367 -0.696 0.191 0.000
O 1.8706 -1.0308 4.6410 -1.452 -0.104 -0.599 0.000
C 0.3984 -2.0222 2.5067 0.878 0.191 1.303 0.000
H 0.3744 -3.1224 6.0826 -0.312 -0.240 -0.214 0.000
H 1.4952 -3.6274 4.7885 0.194 0.363 0.033 0.000
H -0.1854 -3.8376 4.4377 -0.466 -0.029 0.587 0.000
H 1.2251 -2.7326 2.5009 -0.224 -0.294 -0.490 0.000
H 0.6571 -1.2009 1.8384 -0.179 0.166 0.023 0.000
H -0.5805 -2.4467 2.2840 0.117 -0.024 0.028 0.000
C -3.3945 4.1826 -1.1519 -0.061 0.665 0.953 0.014
S -2.6466 5.5102 -0.0829 -0.411 -0.386 -0.194 0.066
O -1.1595 5.2414 0.0337 -1.246 0.512 0.697 0.105
C -2.8391 6.9549 -1.2326 0.638 -1.687 -0.135 0.025
H -2.7692 3.9850 -2.0226 -0.202 0.068 -0.095 0.010
H -4.4308 4.4845 -1.3036 0.092 0.389 -0.683 0.001
H -3.5490 3.2870 -0.5501 0.752 -0.003 0.174 0.001
H -3.8338 6.9237 -1.6773 -0.083 0.359 0.357 0.002
H -2.1309 6.6475 -2.0022 0.188 0.424 -0.241 0.031
H -2.5115 7.8713 -0.7417 -0.307 -0.168 -0.010 0.002
C 2.2608 2.1255 4.8712 0.310 -0.675 0.958 0.000
S 2.6986 2.8388 3.2712 1.201 -1.609 -0.840 0.008
O 4.2075 2.5987 3.1032 -2.025 0.464 0.383 0.000
C 1.8935 1.5281 2.2022 0.395 -0.698 -0.110 0.001
H 2.7642 1.1803 5.0744 0.041 -0.230 -0.793 0.000
H 1.1995 1.9214 5.0135 -0.107 0.313 -0.319 0.000
H 2.6292 2.7182 5.7085 -0.151 0.741 -0.329 0.000
H 1.7748 1.7942 1.1519 0.040 0.587 0.065 0.001
H 0.9720 1.0382 2.5166 -0.419 0.863 0.530 0.000
H 2.5409 0.6522 2.1611 0.676 0.292 0.278 0.000
C 3.7055 -1.7320 0.2992 0.194 0.337 0.716 0.000
S 4.9140 -2.6636 1.3735 -1.283 0.971 0.540 0.000
O 6.2665 -2.1192 1.1456 0.866 0.067 -0.497 0.000
C 4.3878 -1.8945 2.9746 -0.739 -0.412 -0.608 0.000
H 3.7858 -1.9595 -0.7638 0.211 -0.244 0.178 0.000
H 3.8400 -0.6590 0.4357 0.497 0.030 -0.074 0.000
H 2.6632 -1.8407 0.5992 -0.080 -0.549 0.003 0.000
H 3.4162 -2.3316 3.2048 -0.080 0.135 0.059 0.000
H 4.2638 -0.8163 2.8734 0.142 -0.027 -0.152 0.000
H 5.0361 -2.1084 3.8244 0.357 -0.216 -0.435 0.000
C -2.8704 0.7273 2.4206 -0.220 -0.293 0.278 0.000
S -3.3046 2.5176 2.3138 -0.655 0.580 1.582 0.003
O -4.2170 2.8605 3.5218 1.594 -0.856 -1.720 0.000
C -1.6817 3.3012 2.5620 0.470 -0.063 -0.392 0.003
H -2.1693 0.2921 1.7085 0.280 0.875 -0.453 0.000
H -3.8037 0.2073 2.2049 -0.225 0.205 0.168 0.000
H -2.5256 0.4057 3.4034 -0.118 0.469 0.281 0.000
H -1.0985 2.9517 3.4139 -0.262 -0.318 0.013 0.000
H -1.6822 4.3910 2.5824 -0.918 0.014 0.318 0.001
H -1.1369 3.1693 1.6272 0.162 -0.651 -0.083 0.002
C 2.2741 -2.1670 -6.7089 0.275 0.183 0.359 0.000
S 2.0004 -2.3565 -4.8901 -0.770 3.410 1.627 0.001
O 2.7903 -1.3595 -4.0056 -0.613 -2.207 -2.390 0.000
C 0.2987 -1.4931 -4.9123 0.599 -0.919 0.100 0.001
H 3.3179 -2.4086 -6.9092 0.022 0.201 0.005 0.000
H 2.0020 -1.1657 -7.0427 0.246 0.019 0.093 0.000
H 1.6619 -2.8935 -7.2433 -0.167 -0.109 0.246 0.000
H 0.0355 -1.3939 -3.8592 -0.075 -0.376 0.064 0.000
H -0.3717 -2.1145 -5.5061 -0.224 -0.145 0.282 0.000
H 0.2323 -0.4721 -5.2881 0.896 -0.020 -0.285 0.001
C -0.0451 -3.7600 -0.9991 0.387 -0.186 0.040 0.000
S -0.0740 -5.5079 -0.5426 -0.464 0.434 -0.260 0.000
O 0.9072 -6.0941 -1.5039 -0.011 -0.303 0.335 0.000
C 0.7809 -5.4335 1.0613 0.077 -0.221 -0.207 0.000
H -0.6510 -3.0817 -0.3984 0.178 -0.110 0.193 0.000
H -0.3672 -3.6822 -2.0375 -0.113 -0.232 0.063 0.000
H 1.0213 -3.5346 -0.9840 -0.075 0.527 0.103 0.000
H 0.2197 -5.0269 1.9026 -0.268 0.324 -0.347 0.000
H 1.7186 -4.9005 0.9038 0.079 -0.077 0.123 0.000
H 0.9453 -6.4831 1.3054 0.302 -0.004 -0.115 0.000

[3]
10
Properties=species:S:1:pos:R:3:forces:R:3:mulliken_charge:R:1 method="wB97M-V/def2-TZVPD" e_tot_ha=-396.5045 relative_energy_kj_mol=314.81 fmax_ha_per_bohr=0.102 smiles="O=C1COC=NO1"
O -2.4244 -0.3431 -0.3455 2.333 -0.326 0.632 -0.579
C -1.2178 -0.3496 -0.1110 -2.925 4.200 -1.083 0.603
C -0.3952 0.8895 0.1688 -0.508 0.149 1.301 -0.264
O 0.9394 0.7978 -0.3477 0.211 -0.247 -0.007 -0.327
C 1.4916 -0.4289 -0.2617 -1.186 -0.085 1.178 0.061
N 0.8490 -1.4987 0.0215 2.133 0.642 -0.401 -0.295
O -0.5091 -1.3902 -0.0129 -0.824 -4.447 0.002 -0.145
H -0.8082 1.8364 -0.1026 -0.335 0.244 -1.118 0.305
H -0.4917 0.9964 1.2755 1.021 -0.399 -0.245 0.228
H 2.5664 -0.5097 -0.2845 0.080 0.269 -0.259 0.411